# 1
DFT (ωB97M-V with the def2-TZVPD basis set) results for C3H9NO2 as an isolated structure.

Structure (XYZ):
```
15
Properties=species:S:1:pos:R:3:forces:R:3:lowdin_charge:R:1
C -1.40918 -0.71835 -0.17398 0.264 0.106 -0.047 -0.049
C 1.45442 -0.97868 -0.39613 -0.010 -0.084 0.087 -0.031
C 0.52046 0.15687 -0.53403 -0.254 0.244 -0.097 -0.343
N 0.49020 1.17062 -1.20713 -0.020 -0.275 0.310 0.180
H -0.23402 1.86350 -1.04916 -0.025 -0.048 -0.006 0.088
H 1.27717 -1.70258 -1.19350 -0.023 0.064 0.037 0.094
H -1.25200 -1.16484 -1.15315 0.018 0.023 0.015 0.043
H -2.20314 0.02647 -0.24646 0.007 -0.029 0.004 0.050
H -1.67187 -1.51370 0.52960 -0.002 0.044 -0.025 0.051
H 1.32267 -1.46787 0.56607 -0.020 0.043 -0.029 0.092
H 2.47255 -0.59500 -0.47291 -0.073 0.011 0.003 0.097
O 0.14302 0.61244 1.49110 -0.206 0.310 -0.286 -0.272
O -0.49094 1.91079 1.38468 0.267 -0.474 0.002 -0.114
H 0.19039 2.47404 1.77438 -0.054 -0.066 -0.047 0.083
H -0.60972 -0.07370 0.68061 0.130 0.131 0.080 0.027
```
Forces are in eV/Å.

Output
* HOMO: -8.75 eV
* strongest force on any atom: 0.54 eV Å⁻¹
* energy relative to the best compared isomer or geometry (same formula, charge and spin): 7.447 eV
* Kohn-Sham gap: 9.550 eV

---

# 2
DFT (ωB97M-V with the def2-TZVPD basis set) results for a 2-piece molecular cluster, C3H9NO2 overall at a distorted geometry.

Structure (XYZ):
```
15
Properties=species:S:1:pos:R:3:forces:R:3:lowdin_charge:R:1
C -0.45033 0.23061 -1.37604 1.031 -0.215 0.292 -0.076
N 0.75500 -0.40407 -0.81963 -0.009 0.080 0.266 -0.013
C 1.13499 -1.71364 -0.91240 -0.953 -1.295 -0.501 -0.564
C -0.03737 -2.68479 -0.87293 -0.837 1.429 1.016 -0.006
O 2.26966 -2.12530 -0.94435 0.664 0.565 0.364 0.057
H -0.78886 -0.28197 -2.27177 0.149 0.106 -0.192 0.079
H -1.30732 0.30913 -0.70735 0.159 -0.001 0.295 0.077
H -0.03411 1.20732 -1.60902 -0.857 0.295 -0.380 0.083
H 1.46963 0.23053 -0.50784 0.247 -0.057 -0.319 0.128
H -0.53902 -2.32979 0.04327 -0.152 -0.449 -0.054 0.087
H 0.20093 -3.72662 -0.71738 0.332 -0.047 -0.499 0.079
H -0.79000 -2.47355 -1.63352 0.225 -0.413 -0.287 0.068
O -2.66195 5.46873 4.03862 0.373 -0.434 0.285 -0.064
H -2.08910 4.91474 4.59167 -0.190 0.377 -0.005 0.038
H -2.79912 4.90300 3.27608 -0.183 0.057 -0.278 0.026
```
Forces are in eV/Å.

Output
* HOMO: -9.64 eV
* strongest force on any atom: 1.94 eV Å⁻¹
* energy relative to the best compared isomer or geometry (same formula, charge and spin): 1.138 eV
* Kohn-Sham gap: 10.278 eV
* structure (SMILES): CNC(C)=O.O

---

# 3
DFT (ωB97M-V with the def2-TZVPD basis set) results for a 2-piece molecular cluster, C3H9NO2 overall at a distorted geometry.

Structure (XYZ):
```
15
Properties=species:S:1:pos:R:3:forces:R:3:lowdin_charge:R:1
C -1.19410 3.76956 0.08348 2.939 -3.379 1.682 0.002
C -1.47724 2.52997 0.58919 -3.718 0.253 0.193 -0.297
O -0.76750 1.67320 1.39029 2.536 0.460 -1.481 -0.052
H -1.84603 4.49831 -0.30316 -0.817 0.216 -0.649 0.024
H -0.07750 3.96645 0.12651 -1.443 0.396 0.011 0.070
H -2.51390 1.97273 0.60789 1.564 2.004 -0.485 0.139
H 0.18442 1.70556 1.10143 -1.040 0.018 0.714 0.117
N 2.01681 -2.94496 -1.27181 -0.783 0.685 1.407 -0.038
C 0.68745 -2.86456 -0.51665 0.468 -0.757 -1.897 -0.333
O 0.32154 -1.54284 -0.19195 -0.004 0.336 -1.720 -0.088
H 1.96982 -2.78337 -2.31294 -0.022 0.259 2.017 0.072
H 2.70600 -2.34085 -0.73264 -1.084 -0.957 -1.586 0.078
H -0.11618 -3.24286 -1.30614 1.578 0.304 2.071 0.139
H 0.76647 -3.43411 0.47126 -0.161 0.224 -1.704 0.122
H 0.28022 -1.37984 0.72766 -0.013 -0.061 1.426 0.047
```
Forces are in eV/Å.

Output
* HOMO: -9.19 eV
* strongest force on any atom: 4.78 eV Å⁻¹
* energy relative to the best compared isomer or geometry (same formula, charge and spin): 3.427 eV
* Kohn-Sham gap: 9.889 eV
* structure (SMILES): C=CO.NCO

---

# 4
DFT (ωB97M-V with the def2-TZVPD basis set) results for a 2-piece molecular cluster, C3H9NO2 overall at a distorted geometry.

Structure (XYZ):
```
15
Properties=species:S:1:pos:R:3:forces:R:3:lowdin_charge:R:1
C 0.79092 -2.05655 -0.66756 -2.942 -2.136 -1.626 -0.138
C 0.63309 -0.56811 -1.03415 1.344 -0.109 2.141 -0.221
N 0.02106 0.14917 0.14469 -0.124 1.493 -0.165 -0.011
C 0.51467 -0.03119 1.44471 -0.410 -2.632 -2.334 -0.398
O 0.71334 0.78904 2.26247 -0.020 2.350 1.696 0.058
H 1.08905 -2.71894 -1.51814 0.206 1.018 0.232 0.073
H -0.24319 -2.57942 -0.45133 1.777 1.334 0.122 0.113
H 1.47602 -2.30185 0.11841 0.286 0.291 0.497 0.041
H 1.72606 -0.23343 -1.18024 -1.772 0.129 -0.264 0.130
H -0.04204 -0.33864 -1.85382 0.385 -0.331 -0.272 0.100
H -0.38095 1.12070 -0.06155 1.528 -2.151 0.610 0.126
H 0.67367 -1.11336 1.70330 0.021 0.540 -0.471 0.127
O -2.12415 1.60849 -1.51176 -4.804 -1.454 -4.336 -0.025
H -1.71120 1.95119 -0.81511 2.450 2.393 4.442 -0.075
H -3.08047 1.92441 -1.41802 2.075 -0.734 -0.270 0.100
```
Forces are in eV/Å.

Output
* HOMO: -9.61 eV
* strongest force on any atom: 6.63 eV Å⁻¹
* energy relative to the best compared isomer or geometry (same formula, charge and spin): 2.023 eV
* Kohn-Sham gap: 10.258 eV
* structure (SMILES): CCNC=O.O

---

- Look up the energy relative to the best compared isomer or geometry (same formula, charge and spin) of the second one.
  1.138 eV